[1]
# C2HIrLiO2

A molecular structure, C2HIrLiO2 in a non-equilibrium geometry (the ωB97M-V functional and the def2-TZVPD basis, the OMol25 dataset).

Geometry as ORCA input:
```
! RIJCOSX wB97M-V def2-TZVPD def2/J DEFGRID3
* xyz 2 6
O -2.34451 0.15910 -0.89806
C -1.36765 0.18397 -0.25594
C -0.23341 0.19448 0.43183
H -0.31426 0.50098 1.47989
Ir 2.08086 1.13052 -0.72323
Li 1.21938 -1.96218 0.15002
O 0.95960 -0.20687 -0.18452
*
```

**ΔE to the lowest compared entry with this formula, charge and spin**: 0.0 kcal/mol
**HOMO-LUMO gap (alpha / beta)**: 7.476 / 6.579 eV
**LUMO level (alpha / beta)**: -10.05 / -13.06 eV

[2]
# C22H31O2Si

2 unconnected molecules or ions with the total composition C22H31O2Si in a non-equilibrium geometry (the ωB97M-V functional and the def2-TZVPD basis, the OMol25 dataset).

Geometry as ORCA input:
```
! RIJCOSX wB97M-V def2-TZVPD def2/J DEFGRID3
* xyz 1 1
C -2.61781 1.56279 2.62949
C -2.05498 0.71357 1.52151
C -1.74363 -0.60521 2.15572
C -1.31967 -1.84496 1.34017
C -1.02172 -2.85121 2.43001
O -1.98804 -0.79478 3.36708
Si 2.37026 1.62677 3.74965
C 0.91866 2.39447 4.85921
C 2.73847 -0.22780 4.32668
C 2.13757 1.89225 1.81956
H -3.27717 2.37888 2.33392
H -3.17612 0.89036 3.27106
H -1.74858 1.91344 3.16890
H -2.76118 0.60571 0.70157
H -1.20311 1.15198 1.01808
H -2.19976 -2.17721 0.75722
H -1.07537 -3.93484 2.20089
H -0.01329 -2.60776 2.79754
H -1.70884 -2.60020 3.22970
H 1.24445 3.27678 5.39202
H 0.01151 2.68125 4.29173
H 0.46885 1.74658 5.63517
H 3.80247 -0.41846 4.40364
H 2.34839 -0.55913 5.30203
H 2.30525 -0.97757 3.63033
H 3.04221 1.73593 1.24874
H 1.34264 1.26733 1.35463
H 1.88439 2.90609 1.51620
C -1.29208 -7.56701 -2.34078
O -0.08599 -6.99154 -1.75433
C -0.13432 -5.68157 -1.39834
C 1.03102 -5.17419 -0.78875
C 0.99220 -3.91219 -0.20668
C -0.14269 -3.10770 -0.34603
C -0.26617 -1.75396 0.38094
C -0.33046 -0.67631 -0.71453
C 0.85415 -0.09488 -1.20846
C 0.77462 0.93939 -2.14529
C -0.46010 1.29278 -2.70213
C -1.61739 0.60314 -2.33348
C -1.56442 -0.35598 -1.32306
C -1.26148 -3.58901 -1.03082
C -1.29709 -4.88639 -1.54476
H -1.02392 -8.61080 -2.51555
H -2.15046 -7.49375 -1.64319
H -1.53347 -7.05716 -3.29384
H 1.91224 -5.79674 -0.73808
H 1.83113 -3.52867 0.36619
H 0.71733 -1.60672 0.91497
H 1.81548 -0.48968 -0.85665
H 1.69002 1.43810 -2.45465
H -0.52122 2.08524 -3.43358
H -2.57236 0.79633 -2.82823
H -2.47734 -0.87806 -0.99738
H -2.14967 -2.94694 -1.13422
H -2.20262 -5.26886 -2.02483
*
```

**ΔE to the lowest compared entry with this formula, charge and spin**: 84.4 kcal/mol
**HOMO-LUMO gap**: 3.319 eV
**LUMO level**: -6.79 eV

[3]
# C34H30MnN3O4PSTe

A molecular structure, C34H30MnN3O4PSTe in a non-equilibrium geometry (the ωB97M-V functional and the def2-TZVPD basis, the OMol25 dataset).

Geometry as ORCA input:
```
! RIJCOSX wB97M-V def2-TZVPD def2/J DEFGRID3
* xyz 1 5
Mn 0.92170 -0.22370 -0.37470
N 2.14413 0.60381 2.14188
P 0.65721 -0.23284 1.98315
C 0.63167 -1.25935 3.49273
C 0.06512 -2.52825 3.46253
C -0.02292 -3.27753 4.62706
C 0.46020 -2.76325 5.81892
C 1.01579 -1.49023 5.85489
C 1.09329 -0.73472 4.69868
C -0.63181 0.96634 2.44445
C -0.39658 2.23683 2.95318
C -1.47212 3.03733 3.31196
C -2.77175 2.58109 3.15328
C -3.00760 1.31238 2.63833
C -1.93967 0.50492 2.28756
C 3.14288 0.47579 1.20607
C 4.41122 1.01258 1.43528
C 5.39338 0.84709 0.48688
C 5.10795 0.12626 -0.67409
C 3.84340 -0.37300 -0.83782
N 2.85758 -0.19467 0.06823
H 2.41759 1.01916 3.01695
H -0.31326 -2.92360 2.52713
H -0.47053 -4.26221 4.60495
H 0.39289 -3.34651 6.72749
H 1.37785 -1.08212 6.78900
H 1.49309 0.27037 4.76115
H 0.61454 2.61121 3.06063
H -1.29423 4.02410 3.71972
H -3.60367 3.21770 3.42411
H -4.01931 0.95058 2.50986
H -2.11055 -0.48706 1.87718
H 4.60066 1.55343 2.35237
H 6.37913 1.26242 0.64586
H 5.86003 -0.04024 -1.43032
H 3.57539 -0.95508 -1.70935
C -2.63224 -4.54632 0.48059
Te -1.51523 -2.94096 -0.44839
C 0.35347 -3.87836 0.11764
H -2.43331 -4.60105 1.54882
H -2.37228 -5.48824 0.00421
H -3.69130 -4.35085 0.32388
H 0.77716 -4.40954 -0.73062
H 0.18826 -4.57430 0.93633
H 1.05348 -3.10268 0.42681
O -2.92957 -0.17719 -1.29002
C -2.19305 0.73089 -1.01157
N -0.81401 0.64793 -0.76753
C -0.34798 1.88029 -0.44017
O 0.86590 2.00109 -0.19816
C -1.43673 2.86882 -0.44248
C -1.47045 4.21426 -0.14758
C -2.69423 4.86525 -0.28332
C -3.82207 4.17751 -0.71374
C -3.78103 2.81173 -0.99432
C -2.57337 2.17059 -0.83934
H -0.57804 4.73101 0.18051
H -2.76643 5.92031 -0.05610
H -4.75333 4.71501 -0.83534
H -4.65932 2.27364 -1.32524
O 1.23787 0.08248 -8.67402
C 0.12712 -0.09296 -7.93682
O -0.95652 -0.03755 -8.43870
C 0.32551 -0.37307 -6.47571
C 1.41256 0.10784 -5.75068
C 1.55364 -0.20694 -4.41047
C 0.61115 -1.02195 -3.78784
S 0.84367 -1.61006 -2.14469
C -0.50604 -1.46379 -4.49493
C -0.64764 -1.12786 -5.82767
H 2.04294 -0.05144 -8.16436
H 2.14759 0.75599 -6.21445
H 2.39293 0.17921 -3.84669
H -1.24950 -2.06753 -3.99072
H -1.51227 -1.45029 -6.39232
*
```

**ΔE to the lowest compared entry with this formula, charge and spin**: 29.5 kcal/mol
**HOMO-LUMO gap (alpha / beta)**: 5.112 / 6.632 eV
**LUMO level (alpha / beta)**: -4.93 / -3.50 eV

[4]
# C10H15NO2

2 unconnected molecules or ions with the total composition C10H15NO2 in a non-equilibrium geometry (the ωB97M-V functional and the def2-TZVPD basis, the OMol25 dataset).

Geometry as ORCA input:
```
! RIJCOSX wB97M-V def2-TZVPD def2/J DEFGRID3
* xyz 1 2
C 1.77368 0.64953 2.58799
C 2.04908 -0.60320 3.39907
C 0.34932 0.89408 2.11415
O 0.06768 1.73522 1.27384
N -0.64358 0.17522 2.71876
H 2.03412 1.60764 3.04356
H 2.34121 0.62768 1.65582
H 3.05379 -0.97201 3.28722
H -1.60695 0.40590 2.52570
H -0.58584 -0.44247 3.51106
H 1.29573 -1.35787 3.14817
H 1.84500 -0.46962 4.45858
C -3.04187 0.38922 -1.43794
C -1.20456 -1.26003 -1.98221
C -1.66933 0.07623 -1.88360
C 0.08248 -1.54907 -2.25376
C 0.93961 -0.46412 -2.58701
C -0.78376 1.14378 -2.17224
C 0.48857 0.90043 -2.55829
O 2.17956 -0.62337 -2.94037
H -1.87269 -2.06057 -1.69690
H 0.50661 -2.53860 -2.15212
H -3.72243 0.58496 -2.27190
H -3.03452 1.30029 -0.83523
H -1.10427 2.17594 -2.20494
H 2.45616 -1.54288 -3.09235
H 1.25198 1.58973 -2.89781
H -3.44477 -0.37204 -0.75722
*
```

**ΔE to the lowest compared entry with this formula, charge and spin**: 0.0 kcal/mol
**HOMO-LUMO gap (alpha / beta)**: 9.004 / 5.331 eV
**LUMO level (alpha / beta)**: -3.45 / -7.12 eV

Question: Which formula does entry 1 have?
Answer: C2HIrLiO2

Question: What is the ΔE to the lowest compared entry with this formula, charge and spin in the fourth record?
Answer: 0.0 kcal/mol